1.
Molecular formula: C37H59N4O9P2S3Zr
Method: DFT, wB97M-V/def2-TZVPD

Last column: Löwdin charge in e.
Cartesian coordinates (Å):
1 Zr 0.25 0.74 -0.39  1.90
2 S 0.80 3.42 -4.39  0.64
3 S 0.53 1.50 3.17  1.03
4 S 2.33 -0.45 0.91  0.29
5 P -0.47 -3.44 1.82  0.88
6 P 1.17 -2.80 -1.55  0.92
7 O 0.86 -0.90 0.72  -0.55
8 O 1.50 4.57 -3.87  -0.29
9 O -0.16 1.41 1.80  -0.62
10 O 3.27 -1.54 0.89  -0.29
11 O 2.45 0.29 2.16  -0.40
12 O 0.94 2.70 -0.29  -0.31
13 O -0.30 3.68 -5.28  -0.30
14 O 2.44 0.49 -0.25  -0.42
15 O 0.80 0.32 -2.39  -0.18
16 N 2.41 5.90 0.27  0.18
17 N 0.35 2.42 -3.18  -0.03
18 N 1.94 2.74 -1.15  -0.03
19 N 4.67 3.79 -2.83  0.17
20 C 3.10 -0.02 -6.11  -0.06
21 C -1.99 4.05 -0.40  -0.05
22 C -1.88 -0.01 -1.67  -0.28
23 C -0.85 1.18 5.48  -0.15
24 C -3.89 -1.70 1.52  -0.08
25 C 0.81 4.23 2.63  -0.13
26 C 1.78 1.08 -4.47  -0.12
27 C -2.23 -0.57 -3.07  -0.52
28 C 1.58 2.98 3.04  -0.35
29 C -3.66 -1.11 -2.97  -0.05
30 C -2.47 1.58 -0.07  -0.15
31 C 1.90 2.26 -5.17  -0.20
32 C 2.92 -2.33 -1.99  -0.27
33 C -2.72 0.28 0.47  -0.11
34 C 2.52 4.98 -0.40  -0.14
35 C -2.83 3.34 1.78  -0.05
36 C -2.90 3.02 0.29  -0.50
37 C -2.28 -0.65 -0.49  -0.07
38 C -4.32 3.25 -0.27  -0.03
39 C 2.37 -0.08 -4.93  0.01
40 C -2.79 -0.05 2.99  -0.05
41 C 0.36 -4.57 0.60  -0.44
42 C -0.67 2.22 4.38  -0.36
43 C -1.41 -4.79 2.68  -0.32
44 C 3.25 1.19 -6.80  -0.07
45 C 2.67 3.79 -1.20  -0.28
46 C -3.55 -0.20 1.67  -0.50
47 C 1.02 -4.12 -2.87  -0.31
48 C -1.92 1.39 -1.37  -0.18
49 C 0.93 1.26 -3.25  -0.49
50 C -4.92 0.50 1.73  -0.05
51 C 0.87 -3.31 3.08  -0.28
52 C 1.56 -4.03 -0.18  -0.42
53 C -1.33 -1.71 -3.54  -0.08
54 C 2.63 2.35 -6.34  -0.03
55 C 3.77 3.78 -2.13  -0.18
56 C -2.24 0.53 -4.14  -0.04
57 H 0.20 4.01 1.76  0.05
58 H 2.09 -4.87 -0.64  0.07
59 H 3.07 -2.51 -3.05  0.02
60 H -2.17 4.12 -1.47  0.09
61 H -1.33 0.28 5.10  0.05
62 H -4.53 -2.00 2.36  0.08
63 H -4.31 -0.36 -2.50  0.09
64 H 0.41 -3.07 4.04  0.03
65 H -2.99 -2.31 1.54  0.02
66 H -4.60 4.30 -0.14  0.09
67 H 3.63 -2.91 -1.41  0.04
68 H -2.49 0.09 -5.11  0.09
69 H -1.67 -2.08 -4.51  0.09
70 H -2.65 1.00 3.23  0.04
71 H 3.10 -1.28 -1.78  0.01
72 H -3.34 -0.53 3.81  0.09
73 H 3.56 -0.91 -6.51  0.10
74 H -3.52 2.75 2.38  0.06
75 H -5.42 0.41 0.77  0.09
76 H 2.72 3.28 -6.87  0.12
77 H 0.18 -4.77 -2.64  0.03
78 H 2.30 2.69 2.28  0.08
79 H 3.83 1.22 -7.71  0.10
80 H 1.51 5.01 2.35  0.05
81 H -4.05 -1.34 -3.96  0.08
82 H -1.81 -0.52 2.89  0.08
83 H -4.33 3.02 -1.34  0.09
84 H -4.44 -1.89 0.59  0.09
85 H 1.93 -4.72 -2.92  0.03
86 H 2.24 -1.00 -4.39  0.09
87 H 1.57 -2.51 2.83  0.01
88 H -1.46 1.57 6.30  0.08
89 H -2.18 5.04 0.03  0.09
90 H 0.12 0.89 5.89  0.07
91 H 2.09 3.08 4.00  0.10
92 H 0.84 -3.67 -3.84  0.02
93 H -3.06 4.39 1.96  0.09
94 H -2.14 -5.23 2.00  0.03
95 H -0.43 -4.89 -0.10  0.06
96 H -1.82 3.13 2.11  0.04
97 H -1.95 -4.37 3.53  0.02
98 H -2.98 1.29 -3.91  0.09
99 H -4.85 1.55 1.99  0.05
100 H -1.82 2.16 -2.10  0.09
101 H 0.18 4.61 3.44  0.07
102 H -0.74 -5.58 3.05  0.03
103 H -2.37 -1.72 -0.40  0.10
104 H -0.23 3.12 4.80  0.07
105 H 0.67 -5.46 1.16  0.07
106 H 2.25 -3.53 0.50  0.04
107 H -0.30 -1.37 -3.64  0.05
108 H -1.35 -2.53 -2.83  0.05
109 H 1.42 -4.25 3.19  0.04
110 H -5.07 2.63 0.22  0.06
111 H -3.70 -2.01 -2.36  0.08
112 H -1.28 1.03 -4.24  0.06
113 H -5.54 0.01 2.48  0.08
114 H -0.94 3.81 -0.26  0.06
115 H -1.61 2.46 3.90  0.05

Properties
* energy above the lowest of the compared OMol25 structures with the same formula, charge and spin: 0.0000 eV
* M: 953.271 u
* net charge: -1
* Kohn-Sham gap: 7.61 eV
* maximum force: 2.07 eV/Å


2.
Molecular formula: C37H60Br42FN4
Method: DFT, wB97M-V/def2-TZVPD

Last column: Löwdin charge in e.
Cartesian coordinates (Å):
1 Br 11.91 -7.25 -3.83  0.55
2 Br 3.94 -6.02 5.53  0.58
3 Br 6.87 -6.40 -0.32  0.56
4 Br 14.54 1.15 -3.00  0.56
5 Br -6.76 8.59 0.25  0.57
6 Br 3.70 -3.13 -3.88  0.52
7 Br 11.18 2.92 -3.87  0.51
8 Br 16.04 1.26 1.85  0.56
9 Br 6.94 -3.19 -0.34  0.52
10 Br -13.39 -4.91 3.85  0.64
11 Br 14.56 -1.28 -5.10  0.62
12 Br 5.21 -0.76 -2.31  0.54
13 Br 13.99 -6.14 -6.01  0.55
14 Br 9.56 -4.85 0.50  0.57
15 Br -4.69 9.72 -1.93  0.57
16 Br -13.21 -5.42 0.69  0.57
17 Br 1.47 -0.98 -1.91  0.58
18 Br -5.89 6.75 -2.24  0.57
19 Br 10.32 -3.45 -5.36  0.55
20 Br 11.71 5.43 -1.94  0.55
21 Br 10.31 -1.03 -3.26  0.54
22 Br 2.49 -3.79 3.74  0.60
23 Br 11.58 5.85 -5.12  0.57
24 Br 6.67 -0.41 2.31  0.58
25 Br -1.71 -1.05 -2.35  0.55
26 Br 17.80 3.59 0.51  0.57
27 Br 1.23 -7.21 -5.17  0.56
28 Br -11.62 -4.20 8.24  0.58
29 Br 14.63 3.50 0.03  0.52
30 Br 3.79 -5.99 -6.68  0.56
31 Br 12.72 -9.07 -6.35  0.56
32 Br -12.32 -6.74 6.40  0.57
33 Br 8.42 1.91 0.94  0.60
34 Br -0.29 -3.29 -0.54  0.56
35 Br 1.19 -4.17 -6.20  0.52
36 Br 5.24 1.83 0.51  0.71
37 Br -9.80 -4.88 5.69  0.57
38 Br 5.67 -3.70 4.15  0.56
39 Br 10.02 -0.43 -6.40  0.55
40 Br 14.25 1.74 -6.15  0.57
41 Br -15.55 -3.58 1.89  0.58
42 Br 6.59 -2.13 -4.86  0.57
43 F -11.62 -1.17 3.42  -0.11
44 N -9.29 0.09 2.14  0.06
45 N -7.70 -1.05 0.76  0.15
46 N -6.93 -0.20 2.89  0.15
47 N -6.37 -1.31 0.91  -0.11
48 C -9.64 0.86 3.37  -0.16
49 C -10.71 -1.32 4.53  -0.17
50 C -5.95 -1.94 -1.55  -0.17
51 C -6.21 8.56 -1.61  -1.61
52 C 6.85 0.79 0.79  -1.55
53 C 12.05 4.64 -3.68  -1.61
54 C -0.56 5.05 1.36  -0.20
55 C 16.24 2.46 0.34  -1.63
56 C 1.86 -5.97 -6.51  -1.61
57 C 12.45 -7.27 -5.69  -1.63
58 C -5.42 -1.98 -0.02  -0.12
59 C -5.60 4.59 1.11  -0.21
60 C 4.92 -1.63 -4.02  -1.56
61 C 1.74 1.71 1.31  -0.20
62 C -2.02 4.38 1.62  -0.23
63 C -0.11 -2.10 -2.06  -1.58
64 C -5.86 -0.84 2.17  0.03
65 C 2.83 1.32 2.43  -0.26
66 C -13.72 -4.18 2.09  -1.60
67 C 4.10 -4.83 4.01  -1.60
68 C -3.17 5.49 1.82  -0.20
69 C -4.57 4.86 2.31  -0.21
70 C -5.75 -0.52 -2.27  -0.20
71 C 10.78 -1.59 -5.05  -1.60
72 C -9.78 -0.03 4.69  -0.15
73 C -5.95 3.01 -0.98  -0.20
74 C -11.58 -4.95 6.46  -1.67
75 C -8.03 -0.35 1.98  -0.28
76 C -6.36 1.51 -0.59  -0.21
77 C 0.76 2.87 1.84  -0.22
78 C -4.88 3.57 0.07  -0.21
79 C 7.62 -4.80 0.49  -1.61
80 C 0.39 3.93 0.68  -0.21
81 C 2.86 -0.27 2.74  -0.27
82 C 15.01 0.58 -4.79  -1.57
83 C 3.09 -1.13 1.38  -0.18
84 C -6.81 0.61 -1.87  -0.20
85 H -7.02 -2.33 -1.61  0.11
86 H 16.38 1.84 -0.54  -0.06
87 H 13.12 4.47 -3.74  -0.03
88 H 1.32 4.38 0.20  0.11
89 H -10.03 -0.02 1.42  0.17
90 H 7.30 -4.79 1.53  -0.06
91 H 6.98 0.16 -0.09  -0.08
92 H 16.09 0.66 -4.88  -0.02
93 H 0.03 -2.72 -2.94  -0.04
94 H -5.28 -2.69 -2.11  0.13
95 H -13.09 -3.30 1.98  -0.04
96 H 1.06 0.81 1.06  0.10
97 H 11.86 -1.51 -5.14  -0.12
98 H 3.73 -0.52 3.46  0.08
99 H 1.45 -6.30 -7.47  -0.03
100 H -0.17 3.36 -0.14  0.11
101 H -6.89 3.66 -0.88  0.11
102 H -7.24 1.57 0.15  0.10
103 H -0.71 5.94 0.65  0.11
104 H -12.22 -4.32 5.84  -0.15
105 H -10.58 1.45 3.14  0.14
106 H -4.42 -1.41 -0.01  0.13
107 H -11.35 -1.41 5.47  0.13
108 H -5.49 0.99 -0.07  0.09
109 H -8.74 -0.27 5.10  0.12
110 H 2.64 1.90 3.39  0.11
111 H 3.68 -0.48 0.65  0.01
112 H 3.88 1.57 2.03  -0.07
113 H -2.22 3.72 0.71  0.09
114 H -10.27 0.65 5.48  0.13
115 H -1.94 3.71 2.56  0.11
116 H -7.04 8.96 -2.19  -0.03
117 H -4.71 -0.13 -2.02  0.09
118 H 1.88 -0.57 3.24  0.09
119 H 1.20 3.42 2.75  0.11
120 H 2.10 -1.39 0.88  0.01
121 H 4.23 -5.45 3.13  -0.03
122 H 3.72 -2.05 1.65  0.03
123 H -4.81 -0.94 2.59  0.17
124 H 2.28 2.07 0.37  0.09
125 H -7.88 0.22 -1.74  0.09
126 H -5.04 5.57 3.09  0.11
127 H -2.79 6.22 2.61  0.11
128 H -5.84 -0.72 -3.40  0.13
129 H 4.44 -0.89 -4.67  -0.02
130 H -4.33 2.74 0.65  0.10
131 H -4.05 4.16 -0.47  0.10
132 H -5.59 3.05 -2.06  0.11
133 H 11.62 -6.84 -6.26  -0.04
134 H -5.14 -3.05 0.30  0.14
135 H -6.55 4.03 1.45  0.11
136 H -3.32 6.11 0.86  0.12
137 H -6.86 1.34 -2.75  0.11
138 H -5.86 5.55 0.56  0.05
139 H -4.38 3.83 2.81  0.11
140 H -8.28 -1.27 -0.06  0.17
141 H -10.01 -2.23 4.42  0.08
142 H -0.19 2.35 2.24  0.11
143 H -0.16 5.37 2.37  0.11
144 H -8.75 1.57 3.56  0.13

Properties
* M: 3935.881 u
* net charge: +1
* Kohn-Sham gap: 7.69 eV
* maximum force: 5.78 eV/Å